# 1
Formula: C22H34F13N5O4PS
Source: OMol25
Level of theory: ωB97M-V/def2-TZVPD

Geometry as XYZ:
```
80
C22H34F13N5O4PS, DFT ωB97M-V/def2-TZVPD
C 0.0039 1.4663 -0.8054
P -0.0198 1.7560 1.0918
O -1.6149 2.3438 1.3621
C 0.2979 0.1473 2.0103
C -0.4923 -0.4037 3.2079
C -1.6799 0.4600 3.7925
C -3.0591 0.0796 3.0538
N -4.0580 1.1697 3.0804
C -0.0397 -1.7459 3.7137
C -0.8752 -2.3794 4.9393
C -1.4959 -3.7868 4.3961
C -3.1136 -3.6928 4.3042
C -3.6152 -3.3711 2.7989
C -4.1465 -4.7026 2.0828
N -3.1052 -5.2715 1.1370
N 0.9819 -2.5833 3.2862
N 1.6335 -2.0062 2.2885
N 2.7015 -2.7852 1.8051
C 1.4231 -0.8043 1.6420
C 2.3981 -0.3818 0.4529
C 2.1754 -1.2125 -0.8904
C 3.2410 -0.7342 -1.9965
F 4.5155 -1.0218 -1.4112
F 3.1862 0.6594 -2.1365
C 3.1773 -1.5751 -3.3498
F 1.8943 -2.1319 -3.4772
F 4.0170 -2.6977 -3.1038
C 3.7493 -0.8681 -4.6533
F 4.4285 -1.9155 -5.3525
F 4.8245 -0.0050 -4.3389
C 2.7390 -0.3236 -5.7324
F 3.5291 -0.0166 -6.8677
F 1.8988 -1.3572 -6.2037
S 1.6867 1.1625 -5.3588
F 2.8792 2.0087 -4.6117
F 2.1563 1.8640 -6.8137
F 0.4163 0.4757 -6.2233
F 1.0443 0.5497 -3.9683
F 0.7111 2.4917 -5.1450
H -0.1987 0.3444 -0.9410
H -0.8465 2.0011 -1.3286
H 1.0216 1.7415 -1.2542
H -2.2640 1.7895 0.8789
H -1.4390 1.5793 3.7203
H -1.8708 0.2826 4.9086
H -2.8854 -0.3703 2.0060
H -3.5047 -0.7814 3.6705
H -4.9292 0.9219 2.6043
H -3.6803 2.0679 2.7661
H -0.2170 -2.5233 5.8511
H -1.7645 -1.7543 5.2399
H -1.1629 -4.0091 3.3229
H -1.1662 -4.6348 5.0761
H -3.5615 -4.6939 4.6423
H -3.5480 -2.9108 5.0051
H -4.5109 -2.6683 2.9104
H -2.8424 -2.8166 2.1791
H -5.0218 -4.3851 1.4117
H -4.5458 -5.4821 2.8097
H -2.6472 -4.4212 0.7582
H -3.6437 -5.6204 0.3227
H 3.5769 -2.4796 2.2595
H 2.5429 -3.7717 2.0581
H 2.3735 0.7240 0.2127
H 3.4735 -0.5994 0.7900
H 2.4513 -2.3009 -0.6741
H 1.1124 -1.2202 -1.2794
C -0.5804 6.5939 -3.3377
C 0.6248 6.2435 -2.4934
C 0.6830 4.8016 -2.0796
O 1.4475 4.8646 -0.8777
C 1.2330 6.1042 -0.3477
O 1.5715 6.4368 0.7465
O 0.5808 6.9086 -1.2320
H -0.6499 7.6758 -3.4706
H -0.5213 6.1216 -4.3203
H -1.5076 6.2781 -2.8519
H 1.5432 6.5538 -3.0039
H 1.1771 4.1716 -2.8213
H -0.2979 4.3764 -1.8430
```

Results
Charge: +1
Frontier orbital gap (eV): 7.15
HOMO level (hartree): -0.4337

These are the Löwdin partial charges, in e, on atoms 1 to 5: C -0.25; P 0.98; O -0.33; C -0.18; C -0.06

# 2
Formula: C22H34N2O4P2PtS
Source: OMol25
Level of theory: ωB97M-V/def2-TZVPD

Geometry as XYZ:
```
66
C22H34N2O4P2PtS, DFT ωB97M-V/def2-TZVPD
Pt 0.2691 0.8063 -0.2090
P -0.5978 0.8846 -2.4584
P 1.1879 1.0232 2.1609
N 1.9480 0.1939 -0.7737
H -2.9084 2.7147 -0.4572
C -0.5531 2.4366 -3.4620
H -0.9784 2.2727 -4.4689
H 0.4914 2.7678 -3.5652
H -1.1382 3.2133 -2.9459
C -2.3495 0.3635 -2.6174
H -2.6917 0.4805 -3.6610
H -2.9666 0.9944 -1.9602
H -2.4380 -0.6874 -2.3149
C 0.2850 -0.3078 -3.5382
H -0.2319 -0.4243 -4.5026
H 0.3439 -1.2876 -3.0527
H 1.3037 0.0605 -3.7186
C 1.8862 2.6103 2.8110
H 2.2855 2.4839 3.8331
H 1.0885 3.3685 2.8245
H 2.6972 2.9370 2.1442
C 0.0164 0.5760 3.5118
H 0.4743 0.6758 4.5095
H -0.3160 -0.4608 3.3644
H -0.8673 1.2266 3.4300
C 2.5734 -0.1531 2.4269
H 2.8684 -0.1998 3.4877
H 3.4350 0.1665 1.8249
H 2.2642 -1.1527 2.0951
C 3.0407 -0.2517 -1.2422
C 5.2188 0.0359 -2.3326
C 4.0553 0.5903 -1.8248
C 3.2929 -1.6618 -1.2067
C 4.4409 -2.2121 -1.7369
C 5.4064 -1.3593 -2.2893
H 5.9880 0.6893 -2.7630
H 3.8573 1.6693 -1.8325
H 2.5202 -2.2956 -0.7973
H 4.5671 -3.3012 -1.7038
H 6.3180 -1.7943 -2.6877
C -2.2766 2.9921 0.4198
O -1.1249 2.1649 0.4896
C -1.8357 4.4656 0.3156
H -2.4347 5.0996 0.9921
H -1.9716 4.8276 -0.7156
H -0.7702 4.5679 0.5866
C -3.0516 2.6881 1.6993
H -2.6700 3.3197 2.5182
H -2.9085 1.6387 1.9927
H -4.1248 2.8665 1.5591
O -2.2052 -0.1806 1.8104
C -1.6586 -1.1235 1.2063
N -0.5966 -0.9669 0.4669
S -0.4117 -2.5682 -0.7167
O -1.6686 -2.5616 -1.3558
O 0.8323 -2.7836 -1.4088
C -1.4019 -3.4799 0.7025
C -1.7147 -4.8328 0.6855
C -2.8066 -5.2707 1.4808
C -3.5519 -4.3254 2.2172
C -3.2155 -2.9573 2.1911
C -2.1307 -2.5290 1.3947
H -1.1260 -5.5451 0.0898
H -3.0842 -6.3344 1.5042
H -4.3967 -4.6635 2.8333
H -3.7818 -2.1998 2.7398
```

Results
Charge: 0
Frontier orbital gap (spin up / spin down) (eV): 6.00 / 6.86
HOMO level (spin up / spin down) (hartree): -0.2051 / -0.2872
2S+1: 5
Relative energy (zero: lowest compared OMol25 entry of this formula, charge and spin) (kJ/mol): 67.0

These are the Löwdin partial charges, in e, on atoms 1 to 5: Pt 1.02; P 0.70; P 0.75; N -0.12; H 0.11

# 3
Formula: C22H34N2O5
Source: OMol25
Level of theory: ωB97M-V/def2-TZVPD

Geometry as XYZ:
```
63
C22H34N2O5, DFT ωB97M-V/def2-TZVPD
C -0.6374 2.1198 -6.3879
C -0.5317 3.6395 -6.2458
C -1.5612 4.1988 -5.3005
C -2.7109 4.8167 -5.7636
C -3.6808 5.3055 -4.8944
C -3.4944 5.1749 -3.5320
C -2.3489 4.5617 -3.0341
C -1.3922 4.0770 -3.9150
O -0.2391 3.4607 -3.5165
C -0.0290 3.2806 -2.1289
C 1.3060 2.5728 -1.9618
C 1.4697 2.1338 -0.5196
O 1.9819 2.8820 0.3002
N 0.9746 0.9136 -0.1784
C 0.3893 -0.0239 -1.1279
C 1.1521 0.4255 1.1788
C -0.1386 0.5596 1.9963
C -0.3894 1.9873 2.4465
N -0.0959 -0.3281 3.1482
C -0.2868 -1.6636 3.0119
O -0.4871 -2.1895 1.9326
C -0.2664 -2.4456 4.3275
O -0.2282 -3.8253 4.1501
C 1.0235 -4.2932 3.6691
C 0.9437 -5.7982 3.5033
C 0.7153 -6.5222 4.8327
C 2.1319 -6.6497 5.4036
O 3.0392 -6.4756 4.3114
C 2.2985 -6.3652 3.1014
H 0.1189 1.7381 -7.0751
H -0.4968 1.6336 -5.4224
H -1.6191 1.8354 -6.7699
H 0.4676 3.9011 -5.8935
H -0.6626 4.1092 -7.2225
H -2.8471 4.9190 -6.8343
H -4.5690 5.7848 -5.2838
H -4.2362 5.5510 -2.8395
H -2.2158 4.4734 -1.9656
H -0.0103 4.2427 -1.6085
H -0.8451 2.6818 -1.7053
H 1.3571 1.7380 -2.6597
H 2.1181 3.2620 -2.1826
H -0.3035 0.4685 -1.8076
H 1.1547 -0.5392 -1.7149
H -0.1675 -0.7742 -0.5679
H 1.4299 -0.6281 1.1301
H 1.9562 0.9890 1.6500
H -0.9655 0.2174 1.3686
H -0.3923 2.6587 1.5898
H -1.3454 2.0700 2.9649
H 0.4088 2.3255 3.1118
H 0.1133 0.0571 4.0542
H 0.5778 -2.0954 4.9403
H -1.1883 -2.2136 4.8652
H 1.2520 -3.8245 2.7073
H 1.8152 -4.0278 4.3846
H 0.1678 -6.0292 2.7725
H 0.0416 -5.9735 5.4883
H 0.2841 -7.5069 4.6497
H 2.3486 -5.8785 6.1469
H 2.3036 -7.6236 5.8677
H 2.1813 -7.3492 2.6324
H 2.8604 -5.7223 2.4219
```

Results
Charge: 0
Frontier orbital gap (eV): 9.09
HOMO level (hartree): -0.3128
Relative energy (zero: lowest compared OMol25 entry of this formula, charge and spin) (kJ/mol): 16.1

These are the Löwdin partial charges, in e, on atoms 1 to 5: C -0.09; C -0.20; C -0.17; C -0.04; C -0.10

# 4
Formula: C22H34N2O6P2Re
Source: OMol25
Level of theory: ωB97M-V/def2-TZVPD

Geometry as XYZ:
```
67
C22H34N2O6P2Re, DFT ωB97M-V/def2-TZVPD
P 0.2321 -2.1917 -2.7404
P -0.0902 1.2489 -3.4501
C -0.3587 -1.3416 -4.3194
C 0.3679 -0.0406 -4.6600
H -1.4347 -1.1654 -4.1644
H -0.2368 -2.0636 -5.1383
H 1.4657 -0.1248 -4.6648
H 0.0313 0.3644 -5.6266
C -1.5867 2.0176 -4.1574
H -1.9779 2.7854 -3.4736
H -2.3775 1.2892 -4.3917
H -1.2478 2.4933 -5.0882
C 1.1047 2.6035 -3.6976
H 0.7998 3.0811 -4.6340
H 2.1320 2.2196 -3.7683
H 1.0382 3.3196 -2.8610
C -0.9881 -3.5566 -2.7412
H -1.0025 -4.0892 -1.7865
H -0.7285 -4.2488 -3.5471
H -1.9830 -3.1359 -2.9018
C 1.6784 -3.0045 -3.5114
H 2.4869 -2.2966 -3.7377
H 1.3423 -3.4638 -4.4488
H 2.0324 -3.7704 -2.8136
Re 0.0720 -1.5533 0.6003
C 0.7302 3.3444 -0.1681
C -0.6114 3.3462 -0.1477
C -1.7068 2.3318 -0.2197
C -1.7058 0.8597 -0.8525
C -0.7707 -0.3366 -0.7403
C 0.8775 -0.2828 -0.7563
C 1.3054 1.1265 -1.0437
C 1.5341 2.0862 0.1128
C 0.4611 -3.4148 0.0140
H 1.2756 4.2780 -0.3287
H -1.0500 4.3174 0.1072
H -2.4578 2.8760 -0.8439
H -2.2713 2.2613 0.7294
H -2.6560 0.4735 -0.4445
H -1.8947 0.9887 -1.9327
H -1.1745 -1.1999 -1.3416
H 1.5034 -0.9936 -1.3686
H 0.4437 1.5557 -1.6271
H 2.1721 1.1424 -1.7200
H 1.2504 1.5995 1.0531
H 2.6094 2.3066 0.1317
H 1.3639 -3.7730 0.5360
H 0.4643 -3.8583 -0.9841
H -0.3973 -3.8661 0.5642
O 1.0981 -1.5353 2.5140
C -0.0111 -1.2567 3.1092
O -1.0933 -1.3522 2.4077
C -0.0316 -0.7283 4.4907
C 1.1426 -0.7882 5.2479
C 1.1381 -0.2404 6.5517
C -0.0219 0.3703 7.0631
C -1.1346 0.5232 6.2273
C -1.1564 -0.0217 4.9150
N -2.3164 1.1748 6.7214
O -2.3654 1.5596 7.9080
O -3.2679 1.3261 5.9218
N 2.3237 -0.3763 7.3710
O 3.3483 -0.8863 6.8655
O 2.2795 0.0244 8.5507
H 2.0257 -1.2478 4.8196
H -0.0185 0.8114 8.0613
H -2.0051 0.0986 4.2488
```

Results
Charge: +2
Frontier orbital gap (spin up / spin down) (eV): 6.10 / 5.24
HOMO level (spin up / spin down) (hartree): -0.5277 / -0.5266
2S+1: 4
Relative energy (zero: lowest compared OMol25 entry of this formula, charge and spin) (kJ/mol): 248.8

These are the Löwdin partial charges, in e, on atoms 1 to 5: P 0.83; P 1.03; C -0.38; C -0.33; H 0.08